# 1
The following is a quantum chemistry calculation of 7 unconnected molecules or ions with the total composition C35H83BCl2N10O12P3 in a non-equilibrium geometry, from the Open Molecules 2025 dataset.

Structure (XYZ):
```
146
Properties=species:S:1:pos:R:3
C 8.939 2.030 -0.601
O 8.598 1.602 0.714
C 9.718 1.018 1.387
C 10.128 -0.404 0.858
C 8.932 -1.388 0.568
C 7.731 -1.262 1.567
C 6.801 -2.530 1.440
C 5.859 -2.534 2.706
C 4.975 -3.836 2.799
C 4.069 -4.050 1.540
C 2.592 -3.493 1.766
C 2.350 -2.490 0.553
C 0.998 -1.708 0.579
C 0.283 -1.679 2.016
Cl -0.645 -3.260 2.182
N -0.746 -0.683 2.215
C -0.527 0.682 1.712
C -1.891 1.284 1.140
B -0.225 1.624 3.027
C -0.385 3.234 3.012
O 0.146 1.063 4.281
C 0.684 0.807 0.718
P 2.143 1.339 1.831
O 3.254 0.091 2.032
Cl 3.288 2.798 0.776
N 0.892 -0.410 -0.172
P 2.447 0.081 -1.078
N 2.038 1.405 -2.152
O 2.931 -1.103 -2.163
P -0.434 -0.423 -1.425
N -1.741 -1.197 -0.997
O -0.924 1.086 -1.893
O 0.087 -1.183 -2.828
H 8.101 1.769 -1.288
H 9.042 3.141 -0.631
H 9.869 1.576 -1.006
H 10.598 1.692 1.233
H 9.534 0.976 2.479
H 10.689 -0.280 -0.098
H 10.847 -0.858 1.575
H 8.624 -1.242 -0.489
H 9.332 -2.426 0.656
H 8.087 -1.110 2.606
H 7.134 -0.378 1.253
H 6.203 -2.395 0.508
H 7.405 -3.463 1.374
H 6.550 -2.485 3.580
H 5.240 -1.611 2.680
H 4.390 -3.827 3.742
H 5.698 -4.681 2.874
H 3.946 -5.147 1.383
H 4.530 -3.618 0.625
H 1.860 -4.314 1.688
H 2.615 -2.978 2.744
H 2.372 -3.158 -0.346
H 3.290 -1.911 0.512
H 0.324 -2.403 0.017
H 1.027 -1.572 2.837
H -1.691 -1.020 2.086
H -2.449 1.824 1.929
H -2.577 0.507 0.756
H -1.593 2.051 0.405
H -0.138 3.696 2.036
H 0.237 3.628 3.846
H -1.451 3.421 3.289
H -0.412 0.310 4.506
H 0.497 1.738 0.121
H 3.082 -0.252 2.922
H 2.614 1.280 -2.983
H 2.249 2.293 -1.704
H 2.404 -1.912 -2.121
H -1.638 -1.565 -0.052
H -0.737 1.211 -2.842
H -0.697 -1.583 -3.235
C -5.405 3.479 1.870
C -4.307 3.856 0.917
O -3.125 3.619 1.151
N -4.661 4.478 -0.234
C -5.994 4.840 -0.682
H -4.979 2.990 2.743
H -5.938 4.373 2.198
H -6.096 2.786 1.390
H -3.879 4.703 -0.828
H -6.190 4.345 -1.635
H -6.032 5.921 -0.832
H -6.757 4.551 0.036
C 8.720 -2.397 -5.497
C 9.100 -1.791 -4.171
O 10.127 -2.096 -3.589
N 8.254 -0.875 -3.623
C 6.998 -0.387 -4.156
H 9.489 -3.103 -5.800
H 7.773 -2.932 -5.411
H 8.644 -1.620 -6.260
H 8.572 -0.513 -2.738
H 7.068 0.695 -4.285
H 6.204 -0.606 -3.438
H 6.756 -0.847 -5.110
C -6.036 -1.661 1.380
C -5.827 -0.460 0.500
O -5.021 0.423 0.782
N -6.562 -0.367 -0.634
C -7.562 -1.291 -1.148
H -5.378 -1.588 2.245
H -7.068 -1.698 1.731
H -5.797 -2.574 0.835
H -6.364 0.464 -1.168
H -7.244 -1.630 -2.136
H -8.509 -0.755 -1.244
H -7.706 -2.157 -0.503
C -8.545 7.184 1.701
C -8.715 5.871 2.419
O -8.637 4.797 1.837
N -8.963 5.905 3.753
C -9.092 7.065 4.615
H -8.354 6.993 0.648
H -9.453 7.782 1.785
H -7.696 7.733 2.113
H -9.066 4.991 4.165
H -8.337 7.004 5.401
H -10.081 7.053 5.075
H -8.963 7.994 4.066
C 1.023 0.506 -5.163
C -0.231 0.593 -5.984
O -1.325 0.768 -5.459
N -0.128 0.473 -7.330
C 1.067 0.264 -8.125
H 0.763 0.621 -4.120
H 1.500 -0.466 -5.296
H 1.716 1.305 -5.439
H -1.013 0.542 -7.808
H 1.170 1.092 -8.828
H 0.957 -0.665 -8.688
H 1.960 0.205 -7.509
C -9.751 -5.500 0.729
C -8.418 -4.878 1.047
O -7.904 -4.035 0.323
N -7.785 -5.279 2.179
C -8.225 -6.256 3.158
H -10.129 -5.081 -0.200
H -9.644 -6.579 0.603
H -10.468 -5.286 1.523
H -6.899 -4.821 2.327
H -8.300 -5.768 4.131
H -7.482 -7.053 3.218
H -9.188 -6.684 2.898
```

net charge	+1
total energy	-130697.5535	eV
E_HOMO	-10.62	eV
max |F|	6.14	eV/A
HOMO-LUMO gap	0.3003	Eh

---

# 2
The following is a quantum chemistry calculation of 10 unconnected molecules or ions with the total composition C35H84Cl2F3N4O13S in a non-equilibrium geometry, from the Open Molecules 2025 dataset.

Structure (XYZ):
```
142
Properties=species:S:1:pos:R:3
C -7.538 0.002 0.197
C -6.275 1.002 -0.170
Cl -6.544 2.819 0.278
C -4.972 0.525 -0.785
Cl -4.770 -1.317 -1.158
N -3.816 1.454 -1.073
C -2.607 1.190 -0.202
N -2.729 1.496 1.274
C -3.141 0.304 2.102
C -3.918 0.791 3.501
N -4.730 1.894 3.592
N -1.428 0.731 -0.806
C -0.255 0.556 0.182
O 0.241 1.905 0.614
O 0.259 2.715 -0.413
S -1.242 0.427 -2.515
O -2.440 -0.272 -3.198
O -1.103 1.848 -3.190
C 0.297 -0.524 -2.997
F 0.046 -1.049 -4.391
F 0.320 -1.758 -2.125
F 1.559 0.250 -2.951
H -7.577 -0.044 1.389
H -8.561 0.457 -0.206
H -7.450 -1.074 -0.255
H -4.090 2.460 -1.103
H -3.439 2.286 1.324
H -3.875 -0.444 1.585
H -2.227 -0.356 2.493
H -3.725 0.184 4.491
H -5.027 1.934 4.613
H 0.671 0.023 -0.293
H -0.547 -0.045 1.141
H -0.142 3.611 -0.185
C 5.401 -2.397 -1.578
C 4.495 -1.415 -0.852
C 4.067 -0.277 -1.765
O 5.184 -0.882 0.276
H 6.317 -1.905 -1.922
H 5.711 -3.204 -0.905
H 4.894 -2.837 -2.442
H 3.609 -1.939 -0.477
H 4.936 0.291 -2.116
H 3.426 0.428 -1.226
H 3.520 -0.653 -2.635
H 5.972 -0.415 -0.047
C -7.320 -0.655 7.928
C -6.566 -0.616 6.609
C -6.150 -2.010 6.167
O -5.406 0.200 6.751
H -6.692 -1.068 8.726
H -7.602 0.356 8.240
H -8.226 -1.263 7.847
H -7.196 -0.159 5.838
H -5.481 -2.471 6.903
H -5.597 -1.966 5.222
H -7.021 -2.659 6.033
H -4.841 -0.199 7.433
C 9.150 -4.687 -2.753
C 9.361 -3.188 -2.613
C 10.800 -2.863 -2.244
O 8.489 -2.680 -1.607
H 9.360 -5.202 -1.809
H 8.107 -4.906 -3.006
H 9.795 -5.106 -3.531
H 9.101 -2.690 -3.554
H 11.069 -3.313 -1.282
H 10.934 -1.781 -2.135
H 11.495 -3.227 -3.007
H 8.713 -3.116 -0.768
C -8.094 -4.362 -3.549
C -8.999 -3.380 -2.823
C -9.427 -2.241 -3.736
O -8.310 -2.847 -1.695
H -7.178 -3.869 -3.894
H -7.784 -5.169 -2.876
H -8.601 -4.801 -4.414
H -9.885 -3.904 -2.449
H -8.558 -1.673 -4.088
H -10.068 -1.536 -3.197
H -9.974 -2.618 -4.606
H -7.522 -2.380 -2.018
C -1.309 4.773 -6.481
C -0.080 3.884 -6.585
C -0.443 2.490 -7.071
O 0.544 3.791 -5.307
H -2.030 4.363 -5.764
H -1.035 5.769 -6.118
H -1.804 4.878 -7.452
H 0.644 4.337 -7.271
H -1.132 1.999 -6.375
H 0.450 1.859 -7.129
H -0.911 2.527 -8.060
H -0.092 3.390 -4.691
C 11.035 1.855 -0.359
C 10.637 0.450 0.063
C 9.132 0.253 -0.017
O 11.074 0.217 1.399
H 10.581 2.605 0.298
H 12.120 1.986 -0.285
H 10.727 2.060 -1.389
H 11.139 -0.283 -0.578
H 8.610 0.946 0.652
H 8.859 -0.759 0.302
H 8.767 0.410 -1.036
H 10.634 0.863 1.976
C 5.811 -2.453 4.721
C 6.495 -3.079 3.516
C 7.649 -2.219 3.026
O 5.546 -3.239 2.465
H 5.393 -1.472 4.469
H 4.975 -3.076 5.056
H 6.511 -2.330 5.553
H 6.864 -4.076 3.779
H 7.296 -1.230 2.713
H 8.124 -2.675 2.151
H 8.405 -2.090 3.807
H 5.212 -2.359 2.225
C -0.563 3.035 6.239
C -1.519 1.935 6.673
C -0.984 1.180 7.880
O -1.712 1.025 5.594
H 0.408 2.618 5.949
H -0.955 3.562 5.363
H -0.405 3.761 7.043
H -2.495 2.370 6.914
H -0.028 0.698 7.648
H -1.676 0.384 8.173
H -0.839 1.850 8.733
H -0.850 0.634 5.373
C -5.511 2.025 -4.345
C -6.417 3.007 -3.620
C -6.845 4.145 -4.532
O -5.728 3.539 -2.491
H -4.595 2.517 -4.690
H -5.202 1.218 -3.673
H -6.018 1.585 -5.210
H -7.303 2.483 -3.245
H -5.976 4.713 -4.884
H -7.486 4.850 -3.993
H -7.392 3.769 -5.403
H -4.940 4.007 -2.815
```

net charge	+1
total energy	-114246.3365	eV
E_HOMO	-11.29	eV
max |F|	11.71	eV/A
HOMO-LUMO gap	0.2127	Eh